Formula: C25H24N2O7
Source: the Open Molecules 2025 dataset
Level of theory: wB97M-V/def2-TZVPD

XYZ file:
```
58
Properties=species:S:1:pos:R:3:forces:R:3
C -2.893 -5.702 1.059 -0.1702 0.1638 -0.0773
C -3.381 -4.476 0.298 0.2811 -0.0702 0.0053
C -2.294 -3.908 -0.612 -0.4205 0.3601 0.0699
C -2.767 -2.642 -1.330 0.2859 -0.4487 -0.2292
O -3.086 -1.593 -0.436 -0.1367 0.1990 0.1824
C -2.106 -0.877 0.157 0.1796 0.2518 0.2222
C -2.537 0.058 1.105 -0.0482 -0.1922 -0.1131
C -1.636 0.877 1.740 0.2147 -0.0965 -0.0456
C -0.278 0.812 1.428 -0.1113 -0.4699 0.1007
C 0.659 1.719 2.132 0.0706 -0.0556 -0.0389
O 0.597 1.952 3.319 -0.1554 0.0559 0.1406
N 1.661 2.301 1.382 0.4159 0.2221 0.3522
C 1.882 2.292 0.013 -0.5139 0.1061 -0.7762
C 0.960 2.404 -0.965 0.8592 -0.0195 0.2851
C -0.464 2.647 -0.830 -0.5657 0.2280 -0.0134
C -0.978 3.517 0.137 0.0108 -0.0099 -0.3112
C -2.335 3.733 0.235 -0.3662 0.0421 -0.0785
C -3.196 3.066 -0.629 1.3713 -0.1815 -0.1553
N -4.616 3.261 -0.506 -0.5542 0.0818 0.0282
O -5.334 2.693 -1.303 -0.2102 -0.1143 -0.1496
O -5.011 3.980 0.388 -0.1443 0.1527 0.1992
C -2.706 2.215 -1.613 -0.4391 0.1837 0.1305
C -1.346 2.025 -1.721 0.2561 0.1453 0.2675
C 3.303 2.116 -0.411 0.0249 -0.0967 -0.5499
O 3.661 1.996 -1.554 0.0710 0.0809 0.2064
O 4.137 2.113 0.641 -0.1593 -0.0134 0.2692
C 5.511 1.866 0.354 0.5660 0.0095 -0.3575
C 5.729 0.439 -0.034 -0.7195 -0.2896 0.5887
C 5.098 -0.704 0.360 0.2405 0.6714 -0.0523
C 5.717 -1.757 -0.357 0.4207 0.1064 -0.3776
C 6.673 -1.173 -1.125 -0.2909 -0.8693 0.1442
O 6.685 0.157 -0.939 0.1455 0.5586 -0.0765
C 0.157 -0.146 0.522 -0.0524 0.1678 0.3399
C -0.742 -0.987 -0.108 -0.1898 -0.3010 -0.2226
H -2.040 -5.449 1.686 0.0970 -0.0220 0.0799
H -3.682 -6.094 1.696 -0.0169 -0.1096 0.0938
H -2.589 -6.485 0.367 0.0551 -0.1273 -0.0264
H -4.252 -4.743 -0.305 -0.0806 0.0606 -0.0060
H -3.690 -3.704 1.005 -0.0810 0.0071 -0.0334
H -2.014 -4.647 -1.365 0.0787 -0.0172 -0.0376
H -1.410 -3.681 -0.013 0.0921 -0.0433 -0.0502
H -2.026 -2.310 -2.067 -0.1009 0.0401 0.0391
H -3.706 -2.844 -1.853 0.1374 0.0267 -0.0077
H -3.592 0.112 1.322 -0.1485 0.0215 0.0256
H -1.969 1.589 2.480 -0.0513 0.0759 0.0720
H 2.417 2.682 1.940 -0.2287 -0.0884 0.0213
H 1.331 2.268 -1.973 0.0943 -0.0514 0.0066
H -0.305 4.033 0.803 0.0578 0.0449 0.1025
H -2.746 4.404 0.973 0.0003 0.0150 0.0295
H -3.400 1.720 -2.275 -0.0098 -0.0231 -0.0218
H -0.950 1.371 -2.482 0.0263 -0.0821 -0.0871
H 5.848 2.513 -0.464 -0.0194 -0.0646 0.1718
H 6.041 2.122 1.276 -0.1076 0.0008 -0.1746
H 4.300 -0.785 1.070 -0.1662 0.0580 0.1669
H 5.478 -2.799 -0.300 0.0160 -0.2383 -0.0546
H 7.383 -1.576 -1.820 0.1340 0.0495 -0.1116
H 1.211 -0.256 0.309 0.0631 0.0056 -0.0434
H -0.364 -1.719 -0.803 -0.0070 -0.0970 -0.0620
```
Forces are in eV/Å.

Its spin multiplicity is 1. The calculated total energy comes out at -1603.15752 Ha. The value obtained for the HOMO energy is -8.724 eV. Its structure (SMILES) is CCCCOc1ccc(C(=O)N/C(=C\c2ccc([N+](=O)[O-])cc2)C(=O)OCc2ccco2)cc1. The energy above the lowest of the compared OMol25 structures with the same formula, charge and spin is 345.0 kJ/mol. The HOMO-LUMO gap is 0.287 hartree. The total charge is 0.


Formula: C3H8N3O
Source: the Open Molecules 2025 dataset
Level of theory: wB97M-V/def2-TZVPD

XYZ file:
```
15
Properties=species:S:1:pos:R:3:forces:R:3
N 1.409 -0.259 -1.872 -1.7109 -1.7532 0.1625
C 0.626 0.087 -0.811 0.3105 2.1441 2.1739
N -0.776 -0.203 -0.908 -0.5121 -2.1341 -2.3967
C -1.599 0.064 0.106 2.7650 -0.5033 1.5887
N -1.073 0.386 1.278 -0.9835 0.5315 1.3070
C 0.389 0.054 1.654 -0.2470 2.3336 -1.8858
O 0.924 -0.725 0.716 0.2706 0.4172 -2.4086
H 2.329 0.135 -2.044 -0.4357 -0.2447 0.3114
H 1.141 -1.179 -2.302 1.0719 1.4005 0.4474
H 0.689 1.237 -0.505 0.3572 -2.5436 -0.4257
H -1.132 -0.934 -1.664 0.9786 2.2961 2.0032
H -2.587 -0.195 -0.086 -1.9454 0.2365 0.1592
H -1.543 0.815 2.140 -0.0549 -1.0535 -2.2726
H 0.805 1.085 1.674 0.3136 -0.4626 0.3775
H 0.398 -0.369 2.625 -0.1780 -0.6645 0.8585
```
Forces are in eV/Å.

Its spin multiplicity is 1. The calculated total energy comes out at -358.32263 Ha. The value obtained for the HOMO energy is -14.240 eV. Its structure (SMILES) is N[C@H]1[NH+]=CNCO1. The energy above the lowest of the compared OMol25 structures with the same formula, charge and spin is 193.8 kJ/mol. The HOMO-LUMO gap is 0.378 hartree. The total charge is +1.


Formula: C32H39Ge2N5S5Ta
Source: the Open Molecules 2025 dataset
Level of theory: wB97M-V/def2-TZVPD

XYZ file:
```
84
Properties=species:S:1:pos:R:3:forces:R:3
Ta 0.763 -0.424 -1.673 0.5538 0.0433 0.6419
C 0.672 4.501 -5.215 -1.7381 1.4237 0.5825
S 1.128 4.010 -3.511 -0.6424 -0.4489 -0.6149
C 0.486 2.427 -3.216 -0.6096 -0.0612 -0.1444
S 0.616 2.011 -1.437 0.0800 -0.2944 -0.3990
N -0.073 1.581 -4.021 0.2481 -0.1996 0.7539
N -0.389 0.338 -3.354 1.2832 1.3825 0.7719
C -1.319 -0.362 -3.833 -0.8203 -0.3303 -1.7114
C -1.691 -1.613 -3.183 1.4907 -0.1955 1.2512
C -2.771 -2.328 -3.543 -1.1346 0.0121 -0.8729
C -3.285 -3.362 -2.792 0.0443 -1.1499 1.8926
C -2.507 -3.789 -1.699 -0.2762 0.3887 -0.8406
C -1.305 -3.114 -1.463 -0.6267 0.0163 -0.2824
N -0.916 -2.018 -2.115 0.2766 1.2398 -0.5187
H -0.441 4.655 -5.396 1.2705 -0.6559 0.5876
H 1.056 5.535 -5.259 0.2470 -0.5204 -0.0935
H 1.091 3.887 -5.973 0.4988 -0.5412 -0.4303
H -1.783 -0.017 -4.772 -0.1475 -0.2577 0.5373
H -3.283 -2.043 -4.420 -0.6578 0.4489 -0.8305
H -4.293 -3.772 -2.976 0.8089 0.0644 -0.1457
H -2.770 -4.606 -1.023 -0.0799 0.2448 -0.3986
H -0.681 -3.479 -0.692 0.6935 -0.1127 0.7325
C -3.932 3.425 -0.980 0.3395 -0.4317 -0.5528
C -2.511 3.473 -1.641 -0.3551 -0.1228 -0.1912
Ge -1.032 3.720 -0.380 -0.6494 -1.1971 -0.1856
C 0.064 5.176 0.078 1.0036 0.5741 -0.5290
C -0.746 6.079 1.027 -0.5182 -0.7509 0.7478
C -1.455 2.718 1.207 0.0805 0.1036 -0.2869
C -1.069 1.563 1.731 0.0732 -1.0335 0.3429
Ge 0.600 0.470 1.062 -0.8209 0.3775 -0.2337
C 2.431 1.158 1.512 -0.9480 -1.1961 1.1725
C 3.178 0.401 2.640 -0.5731 1.0663 0.1986
C 0.235 -1.483 1.049 -0.3869 0.0627 0.3919
C 0.566 -1.905 2.515 0.3593 -0.3780 0.1852
C -1.691 1.054 3.040 2.2455 0.1390 -1.0305
C -0.693 0.780 3.990 0.3001 0.1988 0.0146
C -0.982 0.363 5.279 -1.4728 0.9811 -1.1596
C -2.352 0.293 5.595 0.1918 -0.9169 1.4978
C -3.343 0.588 4.667 -0.4464 -0.3812 0.3221
C -3.029 0.938 3.352 -0.5269 0.1369 0.1491
H -3.806 3.129 0.055 -0.4060 0.2863 0.3027
H -4.515 2.611 -1.436 0.2344 0.2718 -0.0159
H -4.539 4.326 -1.112 0.4621 -0.0098 0.3230
H -2.440 4.146 -2.503 -0.0580 -0.1588 0.2070
H -2.310 2.447 -1.986 0.0932 0.2790 -0.1503
H 0.452 5.676 -0.823 -0.4284 0.1420 0.2800
H 0.966 4.740 0.527 -0.2501 0.1784 0.2755
H -1.809 6.248 0.732 0.7183 -0.2549 0.2573
H -0.295 7.023 1.096 0.6013 1.5254 -0.4371
H -0.659 5.777 2.091 -0.4961 -0.4667 -0.6837
H -2.189 3.279 1.782 -0.2868 -0.0953 0.1450
H 2.198 2.126 1.846 -0.2748 1.5905 0.4138
H 2.902 1.264 0.570 0.9191 -0.1587 -0.7875
H 2.579 0.389 3.575 0.3125 -0.1258 -0.6374
H 4.144 0.847 2.913 -0.2944 0.1049 -0.3794
H 3.353 -0.582 2.300 0.3729 -1.2886 -0.0289
H 0.794 -2.169 0.394 0.2005 0.1719 0.0179
H -0.820 -1.693 0.894 -0.2487 0.3009 -0.2007
H 0.170 -2.925 2.655 0.5964 0.2686 0.0298
H 0.127 -1.295 3.316 -0.1335 -0.0561 -0.6548
H 1.651 -1.826 2.649 -0.2554 -0.5930 0.1338
H 0.358 0.981 3.696 -0.5693 -0.1940 0.3080
H -0.196 0.275 5.982 0.4198 -0.4360 0.7322
H -2.644 -0.080 6.618 0.2704 0.6847 -1.2342
H -4.391 0.502 4.995 0.5951 0.0786 -0.3407
H -3.846 1.120 2.643 0.5192 0.0167 0.1680
S 4.720 -5.108 -2.232 0.3983 -0.5207 -0.3005
C 3.975 -3.711 -2.336 -0.8317 1.4577 0.2495
S 4.265 -2.365 -3.492 0.2915 0.1323 0.1691
C 3.224 -1.337 -2.599 0.2707 -0.2634 -1.6607
N 2.572 -1.895 -1.631 -0.1669 -0.6318 0.9961
N 2.971 -3.232 -1.491 -0.5286 -0.5429 1.2401
C 2.681 -4.047 -0.264 0.0848 1.4385 -2.5434
C 3.563 -3.950 0.788 0.1599 -0.4744 0.5370
C 3.443 -4.938 1.782 -0.4073 0.9049 -1.4852
C 2.355 -5.825 1.678 2.4935 0.4441 1.6260
C 1.473 -5.812 0.664 -1.9689 -0.3707 -1.9900
C 1.693 -4.988 -0.442 0.2412 0.5396 2.3145
S 2.684 0.250 -3.081 -0.4695 -0.2548 0.8781
H 4.348 -3.186 0.711 -0.1788 -0.5088 0.3666
H 4.209 -5.031 2.533 -0.1332 -0.0573 0.3216
H 2.389 -6.577 2.421 -0.7160 -0.7441 0.6876
H 0.579 -6.447 0.643 0.6590 -0.1122 0.1534
H 1.076 -4.971 -1.297 -0.4696 -0.2270 -0.9248
```
Forces are in eV/Å.

Its spin multiplicity is 1. The calculated total energy comes out at -7717.29004 Ha. The value obtained for the HOMO energy is -15.474 eV. The energy above the lowest of the compared OMol25 structures with the same formula, charge and spin is 0.0 kJ/mol. The HOMO-LUMO gap is 0.189 hartree. The total charge is +3.


Formula: H5N2OP
Source: the Open Molecules 2025 dataset
Level of theory: wB97M-V/def2-TZVPD

XYZ file:
```
9
Properties=species:S:1:pos:R:3:forces:R:3
N -1.923 -0.319 -0.565 -1.1576 -0.4567 -0.6268
N 1.778 0.412 -0.449 1.8486 -0.8839 1.2331
O -0.744 0.358 -0.251 1.9869 0.1122 0.1050
P 0.470 -0.729 -0.145 1.9923 2.2970 3.3466
H -2.526 0.461 -0.413 -1.2997 0.1221 -0.1083
H -2.115 -0.984 0.181 -0.0852 0.0929 0.2894
H 2.731 -0.052 -0.122 -2.6536 1.2719 -1.0074
H 1.763 1.388 -0.035 -0.3696 -1.8277 -0.4629
H 0.565 -0.534 1.800 -0.2621 -0.7277 -2.7687
```
Forces are in eV/Å.

Its spin multiplicity is 1. The calculated total energy comes out at -528.98223 Ha. The value obtained for the HOMO energy is -8.546 eV. The energy above the lowest of the compared OMol25 structures with the same formula, charge and spin is 467.8 kJ/mol. The HOMO-LUMO gap is 0.340 hartree. The total charge is 0.


Formula: C6H15N
Source: the Open Molecules 2025 dataset
Level of theory: wB97M-V/def2-TZVPD

XYZ file:
```
22
Properties=species:S:1:pos:R:3:forces:R:3
C -0.843 0.554 -1.440 0.0588 -0.0307 -0.0947
C -0.668 0.300 0.029 0.3170 -0.1948 0.3184
C 0.328 -0.413 0.565 -0.2891 0.2270 -0.3643
C 0.504 -0.667 2.034 -0.0970 0.0722 0.0616
H -0.034 0.068 -2.011 -0.3087 0.2229 0.1519
H -0.819 1.637 -1.648 -0.0605 -0.3767 -0.0099
H -1.810 0.151 -1.787 0.3091 0.1849 0.0696
H -1.417 0.737 0.702 0.2094 -0.1089 -0.2063
H 1.077 -0.850 -0.109 -0.2119 0.1263 0.2089
H 0.480 -1.750 2.242 0.0929 0.3648 0.0486
H 1.470 -0.264 2.381 -0.3250 -0.2312 -0.0290
H -0.305 -0.181 2.605 0.3332 -0.2082 -0.1463
C -0.744 -3.913 -0.290 0.0366 -0.0314 0.0527
C -1.579 -3.031 -1.220 0.0388 0.0414 -0.2825
N -2.655 -2.279 -0.571 -0.1137 -0.1416 0.5614
H -0.263 -3.296 0.487 -0.1480 -0.2587 -0.2375
H 0.041 -4.442 -0.856 -0.2404 0.1410 0.2420
H -1.388 -4.661 0.202 0.2702 0.2129 -0.1186
H -0.919 -2.297 -1.721 -0.3075 -0.3622 0.1355
H -2.041 -3.659 -2.005 0.2593 0.3275 0.2527
H -2.266 -1.677 0.163 -0.1116 -0.2823 -0.3620
H -3.296 -2.927 -0.098 0.2880 0.3057 -0.2520
```
Forces are in eV/Å.

Its spin multiplicity is 1. The calculated total energy comes out at -292.33348 Ha. The value obtained for the HOMO energy is -9.091 eV. Its structure (SMILES) is C/C=C/C.CCN. The energy above the lowest of the compared OMol25 structures with the same formula, charge and spin is 93.3 kJ/mol. The HOMO-LUMO gap is 0.377 hartree. The total charge is 0.


Formula: C5H8N2
Source: the Open Molecules 2025 dataset
Level of theory: wB97M-V/def2-TZVPD

XYZ file:
```
15
Properties=species:S:1:pos:R:3:forces:R:3
C 0.226 -1.525 -1.253 0.0507 -0.0287 0.2161
C 0.341 -0.022 -1.283 0.0779 -0.0800 0.1398
C -0.588 0.912 -0.608 -0.1599 0.0612 0.1586
C -1.505 0.406 0.393 -0.5875 -0.3521 0.8445
N -2.070 0.070 1.347 0.0711 0.1454 -1.1587
N 0.838 0.845 -0.181 0.1022 -0.0271 0.1608
C 0.698 0.671 2.024 0.1911 -0.0689 -0.2331
H -0.232 -1.870 -0.325 0.0588 -0.0289 -0.0247
H -0.374 -1.892 -2.097 0.0914 0.1978 0.2080
H 1.225 -1.962 -1.346 -0.1381 0.0108 0.0807
H 0.639 0.339 -2.281 0.2741 0.0249 0.5954
H -0.951 1.803 -1.131 0.2456 -0.1604 0.2643
H 0.055 1.400 1.622 -0.8344 0.4805 0.6053
H 1.399 1.111 2.758 0.5378 -0.4300 -1.2015
H 0.301 -0.288 2.362 0.0191 0.2557 -0.6554
```
Forces are in eV/Å.

Its spin multiplicity is 1. The calculated total energy comes out at -304.63419 Ha. The value obtained for the HOMO energy (spin up / spin down) is -9.541 / -8.897 eV. The energy above the lowest of the compared OMol25 structures with the same formula, charge and spin is 528.5 kJ/mol. The HOMO-LUMO gap (spin up / spin down) is 0.342 / 0.301 hartree. The total charge is 0.